(1)
C15H48N9O9 | ωB97M-V with the def2-TZVPD basis set

The geometry in XYZ format:
```
81
Properties=species:S:1:pos:R:3
C 0.33 0.69 -0.04
O 1.64 1.12 0.15
H 0.03 0.63 -1.11
H 0.04 -0.30 0.37
H -0.25 1.49 0.47
C 2.60 3.75 -4.38
C 1.49 3.12 -3.59
O 1.72 3.17 -2.19
H 3.18 4.48 -3.81
H 2.30 4.22 -5.32
H 3.33 3.00 -4.71
H 1.36 2.10 -3.99
H 0.52 3.58 -3.78
H 1.13 2.50 -1.83
C -2.26 1.17 -3.39
C -3.31 0.68 -4.35
O -2.81 0.35 -5.65
H -2.61 1.22 -2.36
H -1.84 2.12 -3.71
H -1.48 0.41 -3.27
H -4.00 1.53 -4.45
H -3.96 -0.13 -4.04
H -2.80 1.16 -6.15
C -0.02 -2.81 3.07
C -1.31 -3.02 3.87
O -2.29 -3.66 3.04
H 0.38 -3.70 2.58
H 0.71 -2.44 3.79
H -0.22 -2.11 2.25
H -1.59 -2.04 4.25
H -1.17 -3.65 4.75
H -3.00 -3.00 2.91
C 3.78 0.22 -2.87
O 4.33 1.06 -2.18
N 2.75 -0.52 -2.44
N 4.13 -0.11 -4.18
H 2.31 -1.30 -2.92
H 2.57 -0.48 -1.44
H 3.57 -0.71 -4.76
H 4.99 0.20 -4.60
C 4.31 -0.49 2.25
O 4.61 0.49 1.61
N 5.04 -1.01 3.29
N 3.09 -1.12 2.12
H 4.70 -1.86 3.68
H 6.03 -0.80 3.21
H 2.98 -2.01 2.57
H 2.41 -0.82 1.44
C 0.71 -3.26 -2.75
O 1.04 -2.44 -3.62
N -0.18 -2.86 -1.80
N 1.13 -4.54 -2.71
H -0.58 -1.94 -1.88
H -0.31 -3.30 -0.91
H 1.76 -4.93 -3.39
H 0.80 -5.10 -1.95
C 1.93 2.31 3.70
O 2.62 3.18 3.20
N 1.74 2.26 5.07
N 1.29 1.29 3.06
H 1.15 1.51 5.38
H 1.98 3.03 5.67
H 1.37 1.19 2.03
H 0.97 0.54 3.62
C -2.87 -1.04 0.54
C -3.26 -0.53 1.92
C -3.78 0.89 1.83
O -4.06 1.35 3.12
C -4.53 2.65 3.19
N -4.24 -1.52 2.41
H -2.48 -2.06 0.45
H -2.11 -0.46 0.01
H -3.79 -0.96 -0.06
H -2.36 -0.53 2.54
H -4.73 0.81 1.27
H -3.13 1.53 1.22
H -5.59 2.73 2.88
H -4.02 3.30 2.46
H -4.38 3.04 4.20
H -4.48 -1.16 3.34
H -5.06 -1.39 1.83
```

Output
multiplicity = 1
net charge = -1
E_HOMO = -3.5 eV
gap between HOMO and LUMO = 5.80 eV
total energy = -48173.5358 eV



(2)
C15H48O9 | ωB97M-V with the def2-TZVPD basis set

The geometry in XYZ format:
```
72
Properties=species:S:1:pos:R:3
C 3.74 -1.13 1.91
C 5.27 -0.84 2.30
C 5.32 0.04 3.55
O 5.75 -2.12 2.66
H 3.17 -1.60 2.71
H 3.81 -1.79 1.05
H 3.32 -0.19 1.55
H 5.88 -0.39 1.52
H 6.36 0.13 3.85
H 4.82 -0.35 4.44
H 4.96 1.06 3.42
H 6.71 -2.16 2.63
C 0.55 3.46 -2.65
C -0.60 3.92 -3.54
C -1.95 4.05 -2.84
O -0.35 5.16 -4.14
H 1.46 3.74 -3.19
H 0.65 2.40 -2.41
H 0.51 3.99 -1.69
H -0.69 3.20 -4.36
H -2.24 3.07 -2.47
H -2.68 4.54 -3.49
H -1.85 4.68 -1.95
H -0.01 5.02 -5.03
C -1.01 -2.55 1.23
C -0.24 -3.84 0.92
C -0.59 -5.02 1.79
O -0.43 -4.26 -0.39
H -0.73 -1.73 0.56
H -0.70 -2.22 2.22
H -2.08 -2.70 1.26
H 0.81 -3.66 1.15
H 0.25 -5.71 1.73
H -1.56 -5.45 1.54
H -0.70 -4.76 2.85
H -1.38 -4.21 -0.47
C -4.41 1.04 3.42
C -3.83 2.04 2.39
C -2.69 1.40 1.54
O -4.87 2.39 1.60
H -5.15 1.48 4.08
H -3.55 0.68 3.99
H -4.82 0.22 2.82
H -3.48 2.90 2.96
H -2.31 2.16 0.86
H -3.12 0.59 0.94
H -1.90 0.93 2.12
H -5.12 1.56 1.18
C -2.42 -0.82 -3.47
C -0.89 -0.98 -3.62
C -0.37 -2.44 -3.70
O -0.57 -0.45 -4.90
H -2.83 0.19 -3.41
H -2.82 -1.34 -2.61
H -2.93 -1.30 -4.30
H -0.38 -0.44 -2.82
H -0.89 -3.10 -3.01
H 0.69 -2.36 -3.47
H -0.30 -2.83 -4.72
H -1.15 0.26 -5.18
O 0.85 0.76 0.11
H 1.14 -0.04 -0.32
H -0.01 0.95 -0.27
O 2.39 3.22 0.98
H 1.84 2.64 0.46
H 2.31 2.88 1.87
O 0.71 0.60 3.21
H 1.46 1.18 3.37
H 0.82 0.31 2.31
O 1.54 -1.66 -0.84
H 2.31 -1.93 -1.35
H 1.20 -2.46 -0.45
```

Output
multiplicity = 1
E_HOMO = -9.9 eV
gap between HOMO and LUMO = 10.23 eV
total energy = -34759.7316 eV
energy above the lowest of the compared OMol25 structures with the same formula, charge and spin = 216.97 kJ/mol



(3)
C15H49BGaN16O12P | ωB97M-V with the def2-TZVPD basis set

The geometry in XYZ format:
```
95
Properties=species:S:1:pos:R:3
C 1.82 3.54 -1.07
C 0.55 2.73 -1.38
P -0.90 3.77 -2.02
C -0.73 5.53 -1.38
Ga -2.80 2.67 -1.10
C -2.91 3.16 0.90
C -3.26 4.65 1.17
O -4.61 4.80 1.66
B -4.57 3.00 -2.17
C -5.75 4.01 -1.71
O -4.82 2.30 -3.39
C -2.34 0.64 -1.24
O -2.56 -0.16 -0.29
O -1.81 0.27 -2.32
H 1.63 4.44 -0.47
H 2.49 2.90 -0.47
H 2.28 3.82 -2.03
H 0.19 2.18 -0.50
H 0.72 1.99 -2.17
H 0.32 5.83 -1.46
H -1.05 5.69 -0.34
H -1.28 6.25 -2.00
H -1.93 2.93 1.35
H -3.64 2.54 1.43
H -3.22 5.17 0.20
H -2.52 5.07 1.87
H -5.09 5.29 0.99
H -5.30 5.01 -1.68
H -6.17 3.72 -0.74
H -6.55 4.00 -2.47
H -5.47 1.61 -3.18
C -6.10 -1.53 0.82
O -6.45 -0.38 1.04
N -6.89 -2.61 1.15
N -4.91 -1.85 0.25
H -6.63 -3.56 0.99
H -7.78 -2.41 1.57
H -4.26 -1.11 -0.02
H -4.64 -2.80 0.07
C -5.14 -1.15 -5.04
O -6.19 -1.14 -4.40
N -4.30 -0.11 -5.08
N -4.77 -2.26 -5.76
H -3.44 -0.11 -5.60
H -4.54 0.70 -4.54
H -5.39 -3.05 -5.73
H -3.92 -2.33 -6.29
C 3.08 1.21 2.23
O 2.51 2.05 1.57
N 2.46 0.50 3.22
N 4.41 0.91 2.04
H 2.91 -0.20 3.78
H 1.49 0.70 3.38
H 4.89 1.41 1.32
H 4.90 0.21 2.57
C 6.84 2.78 -1.03
O 5.91 2.77 -0.26
N 7.75 3.80 -1.08
N 7.07 1.77 -1.93
H 8.53 3.83 -1.71
H 7.61 4.56 -0.43
H 6.42 1.00 -1.93
H 7.84 1.76 -2.57
C 9.58 -0.45 1.54
O 10.01 -1.44 2.11
N 10.37 0.61 1.20
N 8.27 -0.31 1.20
H 10.04 1.43 0.73
H 11.35 0.54 1.43
H 7.65 -1.06 1.43
H 7.90 0.50 0.73
C -5.23 -5.26 -2.25
O -5.32 -6.29 -1.59
N -4.19 -5.01 -3.09
N -6.16 -4.27 -2.20
H -4.11 -4.16 -3.63
H -3.47 -5.71 -3.16
H -6.95 -4.41 -1.59
H -6.11 -3.41 -2.73
C 11.28 -2.56 6.28
O 11.35 -3.45 7.11
N 11.64 -1.26 6.56
N 10.83 -2.76 5.01
H 11.59 -0.52 5.89
H 11.98 -1.07 7.48
H 10.56 -3.70 4.77
H 10.76 -2.04 4.31
C -7.09 -6.72 1.99
O -7.99 -5.90 2.03
N -6.87 -7.61 3.02
N -6.23 -6.83 0.94
H -6.14 -8.30 3.01
H -7.48 -7.56 3.81
H -6.35 -6.20 0.17
H -5.49 -7.50 0.90
```

Output
multiplicity = 1
net charge = -2
E_HOMO = 0.4 eV
gap between HOMO and LUMO = 1.94 eV
total energy = -127110.7281 eV